[1]
Computed, not measured: a molecular structure, C56H57N2O2PSTi at a distorted geometry, with ωB97M-V with the def2-TZVPD basis set.

Results
- E_LUMO (eV) = -0.607
- orbital gap (eV) = 6.95
- calculated total energy (hartree) = -4017.19689

```
! RIJCOSX wB97M-V def2-TZVPD def2/J DEFGRID3
* xyz 0 1
Ti 0.010 0.294 -0.036
O -1.677 3.313 1.779
C -1.623 2.111 1.599
O -0.680 1.552 0.883
C -2.635 1.179 2.170
C -3.377 1.655 3.253
C -4.401 0.906 3.792
C -4.682 -0.345 3.252
C -3.954 -0.829 2.188
C -2.925 -0.079 1.611
S -2.215 -0.700 0.138
H -3.125 2.636 3.636
H -4.989 1.286 4.615
H -5.486 -0.937 3.663
H -4.177 -1.791 1.756
C 4.891 -3.787 -2.391
C 4.237 -2.700 -2.944
C 3.101 -2.197 -2.336
C 2.582 -2.787 -1.187
C 3.293 -3.828 -0.593
C 4.438 -4.326 -1.198
P 0.879 -2.261 -0.719
C -0.025 -3.847 -1.049
C 0.574 -5.067 -1.344
C -0.205 -6.185 -1.591
C -1.586 -6.106 -1.552
C -2.189 -4.893 -1.273
C -1.417 -3.772 -1.029
C 0.789 -2.283 1.102
C 0.898 -3.399 1.923
C 0.629 -3.267 3.272
C 0.230 -2.037 3.770
C 0.102 -0.938 2.934
C 0.384 -1.023 1.569
H 5.765 -4.197 -2.875
H 4.605 -2.255 -3.856
H 2.595 -1.339 -2.759
H 2.961 -4.242 0.348
H 4.975 -5.141 -0.734
H 1.650 -5.164 -1.388
H 0.278 -7.125 -1.817
H -2.178 -6.989 -1.744
H -3.266 -4.818 -1.253
H -1.901 -2.829 -0.820
H 1.143 -4.368 1.506
H 0.693 -4.126 3.927
H -0.012 -1.947 4.821
H -0.250 -0.011 3.370
C 1.704 3.473 1.534
C 1.965 2.595 2.755
C 0.773 2.630 3.715
C 2.464 1.184 2.459
C 2.857 0.454 3.579
C 3.638 -0.677 3.480
C 4.251 -0.932 2.267
C 3.896 -0.234 1.126
C 4.824 -0.242 -0.068
C 5.729 0.997 0.062
C 5.734 -1.462 -0.146
C 2.797 0.666 1.188
N 2.043 0.963 0.018
C 2.578 1.632 -0.963
C 2.039 2.017 -2.212
C 2.862 2.886 -2.975
C 2.466 3.427 -4.160
C 1.185 3.130 -4.648
C 0.364 2.289 -3.963
C 0.750 1.656 -2.736
N -0.049 0.768 -2.145
C -1.281 0.474 -2.810
C -2.431 1.270 -2.577
C -3.663 0.814 -3.039
C -3.798 -0.386 -3.700
C -2.651 -1.037 -4.094
C -1.380 -0.592 -3.743
C -0.299 -1.298 -4.566
C 0.947 -0.506 -4.952
C 0.097 -2.658 -4.000
C -2.559 2.649 -1.921
C -1.315 3.445 -1.523
C -3.536 2.535 -0.737
H 1.441 4.476 1.863
H 0.873 3.087 0.947
H 2.589 3.544 0.903
H 2.811 3.054 3.296
H -0.063 2.071 3.310
H 0.454 3.659 3.862
H 1.026 2.213 4.687
H 2.553 0.800 4.555
H 3.867 -1.268 4.353
H 5.042 -1.661 2.226
H 4.241 -0.176 -0.992
H 6.374 0.889 0.929
H 5.168 1.915 0.206
H 6.348 1.106 -0.825
H 6.516 -1.417 0.607
H 6.211 -1.502 -1.121
H 5.173 -2.375 -0.004
H 3.577 2.036 -0.795
H 3.837 3.137 -2.579
H 3.113 4.082 -4.720
H 0.852 3.573 -5.576
H -0.617 2.067 -4.356
H -4.538 1.425 -2.890
H -4.772 -0.761 -3.971
H -2.733 -1.894 -4.746
H -0.799 -1.506 -5.522
H 1.534 -0.194 -4.094
H 0.675 0.374 -5.527
H 1.573 -1.138 -5.581
H 0.646 -2.535 -3.072
H 0.735 -3.181 -4.711
H -0.780 -3.269 -3.807
H -3.053 3.268 -2.685
H -0.664 2.910 -0.833
H -1.642 4.358 -1.026
H -0.737 3.735 -2.398
H -3.336 1.625 -0.180
H -4.567 2.483 -1.076
H -3.444 3.390 -0.074
*
```

---

[2]
Computed, not measured: 3 unconnected molecules or ions with the total composition C2H7OS2 at a distorted geometry, with ωB97M-V with the def2-TZVPD basis set.

Results
- E_LUMO (eV) = 3.722
- orbital gap (eV) = 6.19
- calculated total energy (hartree) = -951.99900

```
! RIJCOSX wB97M-V def2-TZVPD def2/J DEFGRID3
* xyz -1 1
C -1.834 -0.939 0.272
O -2.557 -1.853 -0.048
H -0.912 -0.778 -0.306
H 0.536 -2.117 2.580
H -2.093 -0.152 0.987
C 1.497 1.038 -1.306
S 1.173 1.407 0.467
S -0.746 2.232 0.384
H 2.468 1.428 -1.615
H 1.367 -0.030 -1.458
H 0.778 1.621 -1.881
H 0.323 -1.858 1.925
*
```

---

[3]
Computed, not measured: a gas-phase ion, C5H11N (charge -1) at a distorted geometry, with ωB97M-V with the def2-TZVPD basis set.

Results
- E_LUMO (spin up / spin down) (eV) = 3.986 / 3.912
- orbital gap (spin up / spin down) (eV) = 2.68 / 7.48
- calculated total energy (hartree) = -251.75511
- ⟨S²⟩ = 0.75

```
! RIJCOSX wB97M-V def2-TZVPD def2/J DEFGRID3
* xyz -1 2
C 0.199 -1.054 -2.447
N 0.450 -0.084 -1.377
C 0.045 0.040 -0.072
C 0.659 0.911 0.757
C 0.489 1.091 2.232
C -1.242 -0.601 0.420
H -0.843 -0.972 -2.784
H 1.119 -1.075 -3.013
H 0.033 -2.018 -1.939
H 0.956 0.751 -1.613
H 1.517 1.474 0.374
H 0.442 2.171 2.470
H -0.421 0.664 2.643
H 1.340 0.793 2.869
H -1.530 -1.434 -0.242
H -1.995 0.172 0.240
H -1.218 -0.828 1.482
*
```

---

[4]
Computed, not measured: a molecular structure, C25H26F3N4PtS3 at a distorted geometry, with ωB97M-V with the def2-TZVPD basis set.

Results
- E_LUMO (spin up / spin down) (eV) = -4.414 / -4.535
- orbital gap (spin up / spin down) (eV) = 5.30 / 5.13
- calculated total energy (hartree) = -2800.56414

```
! RIJCOSX wB97M-V def2-TZVPD def2/J DEFGRID3
* xyz 1 1
Pt -0.302 -1.910 0.759
S -0.889 0.123 -0.301
C 0.373 0.568 -1.368
N 0.206 1.657 -2.151
C 1.371 2.191 -2.822
C 2.188 1.052 -3.422
N 2.479 0.058 -2.416
C 3.704 -0.709 -2.494
C 4.659 -0.313 -1.392
C 5.025 1.018 -1.249
C 5.857 1.407 -0.217
C 6.335 0.465 0.681
C 5.990 -0.867 0.531
C 5.153 -1.257 -0.502
C 1.570 -0.196 -1.454
S 1.876 -1.460 -0.348
C -1.020 2.438 -2.155
C -1.039 3.520 -1.096
C -1.631 3.282 0.139
C -1.628 4.258 1.119
C -1.058 5.494 0.868
C -0.489 5.747 -0.368
C -0.472 4.764 -1.343
H 1.980 2.769 -2.113
H 1.039 2.857 -3.620
H 3.120 1.451 -3.823
H 1.630 0.589 -4.246
H 4.159 -0.530 -3.470
H 3.467 -1.773 -2.409
H 4.659 1.761 -1.944
H 6.132 2.446 -0.113
H 6.976 0.776 1.493
H 6.371 -1.602 1.224
H 4.878 -2.295 -0.614
H -1.862 1.754 -2.011
H -1.110 2.883 -3.149
H -2.114 2.336 0.329
H -2.076 4.051 2.078
H -1.074 6.263 1.625
H -0.060 6.714 -0.579
H -0.037 4.981 -2.308
F 0.059 -4.159 -0.952
C -0.892 -3.604 -0.189
F -1.379 -4.614 0.577
F -1.917 -3.295 -1.021
C -4.875 -5.426 2.717
C -4.242 -4.087 2.755
C -4.930 -2.900 2.664
C -4.203 -1.692 2.653
N -2.880 -1.694 2.674
C -2.222 -2.834 2.800
S -0.524 -2.868 2.976
N -2.899 -4.021 2.881
C -4.884 -0.377 2.625
H -5.957 -5.341 2.713
H -4.563 -6.027 3.570
H -4.563 -5.952 1.815
H -6.002 -2.898 2.576
H -2.348 -4.872 2.955
H -5.963 -0.487 2.639
H -4.588 0.179 1.740
H -4.562 0.208 3.485
*
```